Record 1
Computed, not measured: a single C4H6N2OS molecule at a distorted geometry, with the ωB97M-V functional and the def2-TZVPD basis.

Properties
- total energy (Eh) = -738.74243
- Kohn-Sham gap (alpha / beta) (eV) = 7.008 / 6.991
- HOMO (alpha / beta) (eV) = -7.17 / -7.14

Last column: Löwdin charge in e.
Geometry (Å):
C: 0.521 -1.205 0.336  -0.127
C: 0.702 -1.697 1.669  -0.519
C: -1.028 0.262 1.418  -0.362
C: -0.138 0.878 -0.785  -0.055
N: 1.650 -1.126 2.653  -0.223
N: -0.261 -0.054 0.300  -0.256
O: 2.329 -0.216 2.164  -0.114
S: -0.441 -0.728 2.740  1.001
H: 0.800 -1.663 -0.588  0.108
H: 0.717 -2.871 1.770  0.145
H: -0.734 1.850 -0.468  0.127
H: 0.961 1.031 -0.908  0.107
H: -0.533 0.631 -1.817  0.104
H: -1.220 1.282 1.723  0.064

Cartesian forces (eV/Å) of the 6 atoms listed first:
C -1.709 2.360 -0.029
C -0.807 -3.324 0.679
C 2.532 -1.027 -0.867
C -0.535 2.709 -1.040
N 2.592 1.577 -1.470
N 0.105 -1.312 1.466



Record 2
Computed, not measured: a molecular structure, C4H6N2OS at a distorted geometry, with the ωB97M-V functional and the def2-TZVPD basis.

Properties
- total energy (Eh) = -738.76489
- Kohn-Sham gap (eV) = 7.412
- HOMO (eV) = -8.28

Last column: Löwdin charge in e.
Geometry (Å):
C: 3.408 -0.596 0.073  -0.072
C: -0.098 -0.141 -0.040  -0.373
C: -1.214 -1.051 0.241  -0.501
C: -0.561 1.287 0.124  -0.303
H: 3.429 -1.807 -0.086  0.140
H: 3.892 -0.583 1.047  0.069
H: 4.139 -0.293 -0.599  0.036
H: 2.009 1.118 -0.099  0.204
H: -1.119 -2.247 1.010  0.179
H: -1.656 1.569 0.161  0.056
N: 2.105 -0.002 -0.259  -0.094
N: 1.101 -0.730 -0.132  0.065
O: 0.317 2.045 0.109  0.056
S: -2.805 -0.374 -0.122  0.540

Cartesian forces (eV/Å) of the 6 atoms listed first:
C -0.176 -4.379 -0.633
C -2.389 -3.195 0.822
C -3.129 -1.003 1.218
C -1.227 -3.114 -1.048
H -0.795 2.907 0.065
H -0.989 0.991 0.648



Record 3
Computed, not measured: a single C4H6N2OS molecule at a distorted geometry, with the ωB97M-V functional and the def2-TZVPD basis.

Properties
- total energy (Eh) = -738.77479
- Kohn-Sham gap (eV) = 8.259
- HOMO (eV) = -7.93

Last column: Löwdin charge in e.
Geometry (Å):
C: 1.207 0.750 -0.994  -0.263
C: -1.535 0.167 -0.034  -0.489
C: -0.750 -0.232 1.188  -0.128
C: -0.452 -0.796 -0.064  -0.354
H: 2.197 -0.519 0.702  0.230
H: 2.206 1.025 -1.292  0.126
H: -2.562 -0.157 -0.341  0.119
H: -0.142 0.727 1.425  0.142
H: -1.439 -0.714 1.930  0.131
H: -0.670 -1.951 0.098  0.196
N: 0.841 -0.534 -0.657  -0.209
N: 0.443 1.779 -1.063  -0.362
O: 1.786 -1.281 -0.071  -0.039
S: -1.131 1.735 -0.828  0.900

Cartesian forces (eV/Å) of the 6 atoms listed first:
C -0.395 1.117 -0.224
C -0.920 0.325 -2.006
C -1.573 4.205 3.686
C 1.256 -5.082 -0.873
H -1.232 -3.805 -2.652
H 0.608 -1.029 0.195



Record 4
Computed, not measured: 2 unconnected molecules or ions with the total composition C4H6N2OS at a distorted geometry, with the ωB97M-V functional and the def2-TZVPD basis.

Properties
- total energy (Eh) = -738.86425
- Kohn-Sham gap (eV) = 8.524
- HOMO (eV) = -8.15

Last column: Löwdin charge in e.
Geometry (Å):
C: -0.729 -1.444 0.074  -0.162
C: 1.792 1.017 0.326  -0.351
C: 0.057 -1.830 1.146  -0.083
C: -0.158 2.029 -0.777  -0.118
N: -1.401 -1.245 -0.896  -0.599
N: 0.734 1.177 -0.155  0.064
O: 2.738 0.568 0.836  0.135
S: -2.460 -1.012 -2.014  0.514
H: 0.045 -1.113 1.988  0.094
H: 1.073 -1.906 0.715  0.093
H: -0.215 -2.894 1.688  0.154
H: -0.250 3.013 -0.365  0.071
H: 0.055 2.128 -1.821  0.072
H: -1.283 1.512 -0.746  0.116

Cartesian forces (eV/Å) of the 6 atoms listed first:
C -4.398 1.061 -5.344
C 0.552 -1.149 0.482
C 1.608 -2.567 3.107
C -4.422 -1.060 -0.817
N 3.582 -1.235 5.651
N -0.539 0.169 0.000